1.
Molecular formula: C56H47N7O6SV
Method: DFT, the ωB97M-V functional and the def2-TZVPD basis

```
118
Properties=species:S:1:pos:R:3:lowdin_charge:R:1
V 0.49 0.13 0.39 1.05
C -3.47 7.39 -4.76 -0.07
O -3.96 6.22 -4.13 -0.07
C -3.06 5.40 -3.55 -0.28
C -3.58 4.25 -2.95 0.01
C -2.74 3.35 -2.33 -0.02
C -1.36 3.57 -2.28 -0.21
C -0.85 4.71 -2.89 -0.03
C -1.69 5.62 -3.52 0.00
C -0.48 2.57 -1.62 -0.05
C -0.36 1.31 -2.22 -0.22
C -0.82 0.96 -3.53 0.02
C -0.36 -0.30 -3.78 0.02
C 0.33 -0.75 -2.61 -0.22
N 0.33 0.25 -1.68 0.04
C 0.83 -2.06 -2.41 -0.03
C 1.10 -2.54 -1.13 -0.21
C 1.47 -3.84 -0.67 0.02
C 1.41 -3.83 0.71 0.03
C 1.03 -2.52 1.06 -0.19
C 0.93 -1.77 2.36 -0.29
C -0.52 -3.03 3.77 -0.25
C -0.75 -3.43 5.08 0.00
C -2.01 -3.87 5.47 -0.01
C -3.05 -3.90 4.54 -0.28
O -4.32 -4.30 4.82 -0.08
C -4.59 -4.73 6.14 -0.08
C -2.82 -3.49 3.23 0.03
C -1.56 -3.07 2.84 0.01
C 2.20 -0.95 2.48 -0.19
N 2.11 0.14 1.71 0.03
C 3.15 0.98 2.05 -0.20
C 3.04 2.34 1.75 -0.04
C 4.03 3.29 2.27 -0.19
C 4.69 4.18 1.41 -0.02
C 5.63 5.06 1.87 0.02
C 5.95 5.10 3.23 -0.28
O 6.88 6.00 3.60 -0.07
C 7.25 6.07 4.97 -0.07
C 5.30 4.24 4.11 0.00
C 4.36 3.34 3.63 -0.03
C 1.96 2.85 0.99 -0.25
C 1.64 4.22 0.80 0.00
C 0.59 4.29 -0.09 0.01
C 0.30 2.96 -0.49 -0.22
N 1.06 2.09 0.25 -0.01
C 3.98 0.29 2.99 0.01
C 3.37 -0.92 3.26 0.02
N 0.88 -1.77 -0.02 0.03
C 1.00 -2.93 -3.59 -0.19
C 1.71 -2.47 -4.70 -0.02
C 1.90 -3.26 -5.82 0.00
C 1.36 -4.54 -5.85 -0.28
O 1.48 -5.39 -6.90 -0.07
C 2.21 -4.95 -8.03 -0.07
C 0.64 -5.01 -4.76 0.02
C 0.47 -4.22 -3.65 -0.03
H -4.34 7.90 -5.16 0.10
H -2.97 8.05 -4.05 0.10
H -2.79 7.15 -5.58 0.10
H -4.65 4.08 -2.99 0.12
H -3.15 2.46 -1.88 0.11
H 0.22 4.89 -2.89 0.12
H -1.25 6.50 -3.99 0.11
H -1.39 1.60 -4.18 0.12
H -0.51 -0.88 -4.68 0.12
H 1.75 -4.67 -1.30 0.11
H 1.62 -4.64 1.38 0.12
H 0.06 -3.40 5.78 0.12
H -2.16 -4.18 6.49 0.11
H -5.64 -5.02 6.15 0.09
H -3.98 -5.60 6.41 0.10
H -4.43 -3.93 6.87 0.09
H -3.64 -3.51 2.53 0.12
H -1.41 -2.77 1.81 0.11
H 4.46 4.15 0.35 0.13
H 6.16 5.73 1.20 0.13
H 8.00 6.84 5.04 0.10
H 6.39 6.34 5.59 0.10
H 7.66 5.12 5.31 0.10
H 5.51 4.26 5.17 0.11
H 3.85 2.68 4.32 0.12
H 2.15 5.05 1.27 0.12
H 0.12 5.18 -0.46 0.11
H 4.89 0.67 3.41 0.11
H 3.70 -1.69 3.95 0.12
H 2.14 -1.47 -4.67 0.13
H 2.48 -2.87 -6.65 0.11
H 2.19 -5.78 -8.74 0.10
H 1.75 -4.07 -8.48 0.10
H 3.25 -4.73 -7.77 0.10
H 0.22 -6.01 -4.81 0.13
H -0.11 -4.60 -2.81 0.10
N -6.35 -4.51 -1.47 0.09
C -6.10 -3.54 -0.58 -0.84
S -7.11 -3.16 0.65 0.68
C -4.79 -2.85 -0.77 -0.25
C -3.66 -3.54 -1.18 -0.01
C -2.46 -2.85 -1.29 -0.11
N -2.33 -1.55 -1.04 0.09
C -3.43 -0.90 -0.67 -0.13
C -4.66 -1.49 -0.51 -0.03
H -7.23 -5.00 -1.40 0.10
H -5.81 -4.61 -2.31 0.11
H -3.68 -4.61 -1.35 0.12
H -1.55 -3.38 -1.56 0.09
H -3.30 0.16 -0.46 0.10
H -5.52 -0.92 -0.19 0.10
N -0.43 1.69 3.05 0.22
C -0.20 0.25 3.46 -0.04
C -0.08 -0.59 2.22 -0.43
O 0.77 -2.62 3.47 0.03
O -1.06 -0.41 1.32 -0.14
H 0.38 2.05 2.52 0.13
H -0.63 2.30 3.84 0.17
H -1.23 1.70 2.40 0.16
H -1.06 -0.05 4.06 0.15
H 0.70 0.22 4.07 0.15
```

Values from the calculation:
Largest force on an atom, eV/Å: 0.47
Spin multiplicity: 3
Highest occupied orbital energy (alpha / beta), eV: -8.732 / -9.626
Charge: +1
Gap between HOMO and LUMO (alpha / beta), eV: 5.37 / 5.36

---

2.
Molecular formula: C56H49BrN12ReS4
Method: DFT, the ωB97M-V functional and the def2-TZVPD basis

```
123
Properties=species:S:1:pos:R:3:lowdin_charge:R:1
Re -0.14 -1.08 -1.34 1.60
N -0.73 -0.36 0.40 -0.41
S -0.30 0.10 1.74 0.87
N -0.32 1.74 1.87 -0.36
S -1.38 2.50 1.07 0.90
N -1.28 2.52 -0.49 -0.35
S 0.06 2.19 -1.36 0.81
N 0.46 0.83 -1.72 -0.42
C 1.40 3.04 -0.55 -0.30
C 2.51 2.28 -0.24 -0.06
C 3.58 2.88 0.41 -0.06
C 3.52 4.23 0.74 -0.05
C 2.39 4.98 0.42 -0.04
C 1.32 4.39 -0.23 -0.06
C -0.32 3.15 -2.80 -0.31
C 0.16 2.64 -4.00 -0.06
C -0.08 3.34 -5.17 -0.05
C -0.79 4.53 -5.13 -0.05
C -1.27 5.03 -3.93 -0.05
C -1.04 4.33 -2.75 -0.06
C -3.04 2.03 1.44 -0.29
C -3.68 1.06 0.69 -0.08
C -4.96 0.67 1.05 -0.05
C -5.57 1.23 2.16 -0.04
C -4.91 2.18 2.93 -0.04
C -3.64 2.59 2.57 -0.03
C -1.25 4.14 1.68 -0.35
C -1.94 5.13 0.99 -0.07
C -1.90 6.42 1.47 -0.04
C -1.20 6.71 2.64 -0.03
C -0.53 5.70 3.32 -0.04
C -0.55 4.40 2.85 -0.05
C -1.38 -0.42 3.04 -0.33
C -2.56 -1.04 2.68 -0.10
C -3.46 -1.35 3.68 -0.05
C -3.17 -1.05 5.00 -0.05
C -1.96 -0.46 5.34 -0.05
C -1.05 -0.13 4.36 -0.04
C 1.39 -0.10 2.34 -0.28
C 2.03 0.96 2.99 -0.08
C 3.31 0.78 3.46 -0.06
C 3.97 -0.43 3.28 -0.05
C 3.32 -1.47 2.63 -0.05
C 2.03 -1.32 2.16 -0.08
H 2.52 1.22 -0.49 0.08
H 4.46 2.30 0.66 0.11
H 4.35 4.70 1.25 0.12
H 2.35 6.04 0.67 0.12
H 0.45 4.98 -0.49 0.10
H 0.70 1.70 -4.00 0.11
H 0.27 2.95 -6.12 0.12
H -0.97 5.08 -6.05 0.12
H -1.83 5.96 -3.90 0.12
H -1.44 4.70 -1.81 0.08
H -3.18 0.59 -0.14 0.07
H -5.48 -0.08 0.45 0.12
H -6.57 0.92 2.44 0.12
H -5.39 2.61 3.80 0.12
H -3.13 3.34 3.16 0.12
H -2.50 4.88 0.09 0.12
H -2.43 7.21 0.94 0.12
H -1.19 7.72 3.02 0.12
H 0.01 5.93 4.24 0.12
H -0.05 3.60 3.37 0.11
H -2.73 -1.32 1.64 0.06
H -4.39 -1.84 3.42 0.12
H -3.88 -1.31 5.78 0.12
H -1.72 -0.27 6.38 0.12
H -0.10 0.32 4.61 0.11
H 1.53 1.91 3.12 0.09
H 3.81 1.59 3.98 0.12
H 4.97 -0.56 3.66 0.11
H 3.82 -2.43 2.50 0.11
H 1.49 -2.15 1.71 0.05
C 0.78 -3.76 -3.26 -0.10
N 0.03 -2.49 -3.12 -0.09
C -0.91 -2.29 -3.99 -0.08
C -1.79 -1.22 -3.82 -0.35
C -2.71 -0.62 -4.67 -0.01
C -3.19 0.50 -4.00 -0.05
C -2.54 0.54 -2.77 -0.17
N -1.71 -0.52 -2.62 -0.16
C 1.13 -4.48 -1.94 -0.28
C 2.62 -4.69 -1.85 -0.05
C 3.31 -5.22 -0.83 -0.07
C 2.79 -5.71 0.46 -0.07
C 1.50 -5.79 0.79 -0.01
C 0.36 -5.35 -0.08 -0.17
H 1.69 -3.55 -3.81 0.11
H 0.18 -4.44 -3.88 0.12
H -1.03 -2.96 -4.84 0.15
H -2.97 -0.96 -5.66 0.12
H -3.92 1.22 -4.35 0.11
H -2.64 1.29 -2.01 0.07
H 3.19 -4.43 -2.74 0.09
H 4.38 -5.31 -0.96 0.10
H 3.53 -6.07 1.17 0.11
H 1.23 -6.19 1.76 0.12
H -0.58 -5.51 0.43 0.15
S -0.86 -4.31 4.35 0.48
C -0.54 -3.59 2.92 -0.99
N -0.30 -3.06 1.90 0.02
Br -3.37 -2.68 -0.97 0.89
C -1.78 -3.70 -1.11 -0.68
C -2.01 -5.03 -1.68 -0.09
C -1.05 -5.92 -1.99 0.01
C 0.37 -5.83 -1.57 -0.12
C 0.55 -3.93 -0.61 -0.27
N -0.67 -3.15 -0.80 -0.10
H -3.04 -5.25 -1.94 0.09
H -1.37 -6.83 -2.50 0.13
H 0.93 -6.74 -1.80 0.16
H 1.23 -3.35 -0.01 0.08
N 4.79 -1.93 -2.92 0.21
C 5.12 -1.86 -1.63 -0.47
N 6.39 -2.02 -1.27 0.21
N 4.24 -1.63 -0.67 0.17
C 2.98 -1.50 -0.82 -0.27
N 1.82 -1.40 -0.80 0.04
H 5.49 -2.04 -3.64 0.13
H 3.84 -1.77 -3.21 0.11
H 7.11 -2.25 -1.93 0.13
H 6.61 -1.99 -0.29 0.13
```

Values from the calculation:
Largest force on an atom, eV/Å: 0.95
Energy above the lowest of the compared OMol25 structures with the same formula, charge and spin, kJ/mol: 402.7
Spin multiplicity: 4
Highest occupied orbital energy (alpha / beta), eV: -10.483 / -10.482
Charge: +2
Gap between HOMO and LUMO (alpha / beta), eV: 5.66 / 4.90

---

E_tot (computed, a.u.): -4338.899600, -7064.744465